# 1
# C36H40F4N11O2PtSi4

C36H40F4N11O2PtSi4 as an isolated structure at a distorted geometry (wB97M-V/def2-TZVPD, the OMol25 dataset).

- net charge = +1
- E_LUMO (spin up / spin down) (eV) = -6.194 / -6.162
- HOMO (spin up / spin down) (hartree) = -0.366 / -0.368
- gap between HOMO and LUMO (spin up / spin down) (eV) = 3.776 / 3.862
- 2S+1 = 1

```
98
Properties=species:S:1:pos:R:3:forces:R:3
Pt -1.142149 0.470849 -0.335785 -0.9709 -1.1363 -0.4544
O -1.681449 1.971449 -1.630885 0.7517 -1.3238 0.4563
C -2.475549 2.952249 -1.274885 -0.5686 0.6384 0.3466
C -2.720749 3.933849 -2.261085 0.0897 -0.2150 0.0252
C -3.480949 5.048549 -2.010685 0.0642 -0.1365 0.1214
C -4.028049 5.254349 -0.745585 -0.0910 0.0433 0.1149
C -3.838049 4.302949 0.222415 -0.0032 -0.0690 -0.1120
C -3.105749 3.120549 -0.007485 0.3465 0.1735 -0.6453
C -3.085849 2.176949 1.067015 -0.2519 -0.4533 0.5494
N -2.512349 1.024949 1.063415 0.1316 1.4392 -1.5792
N -2.567249 0.195849 2.083215 -0.6270 -1.4433 2.3779
C -1.784049 -0.852951 2.040815 -1.3434 1.6404 0.3854
O -0.984949 -1.108651 1.066615 0.8561 0.4492 -1.7353
C -1.878349 -1.767851 3.184315 0.1226 -0.3306 0.2287
C -2.511749 -1.344751 4.353415 0.0831 -0.0395 -0.0371
C -2.639349 -2.211151 5.420415 0.0400 -0.0244 0.0126
C -2.138549 -3.500751 5.330015 0.0259 -0.0661 0.0151
C -1.499149 -3.921651 4.175115 0.0261 -0.1539 0.1250
C -1.363249 -3.060051 3.104015 -0.0249 0.2616 -0.1377
H -2.290249 3.771649 -3.236985 0.0706 -0.0295 -0.0914
H -3.645749 5.769349 -2.795785 -0.0053 0.0855 -0.1080
H -4.609849 6.137749 -0.537485 -0.0365 0.0827 0.0441
H -4.268149 4.444549 1.201315 -0.1197 0.0065 0.1494
H -3.651449 2.457049 1.955415 0.0910 -0.1796 0.0559
H -2.887649 -0.336251 4.410315 -0.0616 0.0486 -0.0199
H -3.126149 -1.883751 6.325915 -0.0557 0.0391 0.0802
H -2.245849 -4.179251 6.161615 -0.0058 -0.0814 0.0990
H -1.109449 -4.926751 4.113215 0.0268 -0.0834 -0.0200
H -0.868449 -3.383851 2.199115 0.0387 -0.0133 -0.0719
N -5.574249 -2.015251 -3.025985 -1.2064 0.2693 -0.5255
N -4.488149 -1.974251 -2.237885 1.3710 0.0155 0.7277
N -4.288049 -2.827151 -1.269285 -0.4120 -0.4896 0.2344
C -3.192349 -2.350151 -0.698985 0.0102 -0.0917 -0.0601
N -2.758349 -1.260451 -1.326285 0.5040 0.3499 0.0389
N -3.592649 -1.034551 -2.308485 -0.4541 0.6715 -0.8164
H -6.008749 -2.926951 -3.064185 0.3158 -0.0143 0.0479
H -5.442249 -1.546151 -3.909885 0.1991 -0.0925 0.0385
H -2.712949 -2.798251 0.143215 0.1083 -0.1069 0.2555
C 2.227151 3.330249 -0.518485 -0.0008 -0.4087 -0.3671
Si 1.899151 2.468649 -2.171585 -1.0426 -0.7959 -0.2833
C 0.810051 3.593549 -3.245485 0.5056 -0.3355 0.3919
C 3.397751 1.744149 -3.086585 -0.2927 0.3751 0.4610
Si 0.314251 0.118349 -2.131885 1.8074 0.2303 -0.5081
Si 1.417551 -2.284051 -1.377485 -0.7129 0.4317 -0.8192
C 2.969151 -2.095551 -2.454885 -0.3665 -0.1099 0.5054
C 1.752751 -2.667651 0.449715 0.0214 0.3997 -0.4290
C 0.199351 -3.571951 -2.082685 0.4052 0.4245 0.3210
Si -0.268249 0.065349 -4.530185 -0.2914 -0.5066 -0.8055
C -1.577749 1.354349 -5.060285 0.4056 -0.2492 0.5082
C 1.238351 0.258149 -5.700585 -0.3842 -0.0027 0.6849
C -1.023749 -1.654851 -4.930385 0.2496 0.5949 0.2808
H 2.608251 4.335149 -0.691585 0.0425 0.1263 -0.1724
H 2.959151 2.798949 0.080415 0.1279 -0.0221 0.0197
H 1.316351 3.421249 0.067515 -0.1670 0.0205 -0.0638
H 1.402851 4.427949 -3.611985 0.1900 0.1757 -0.0667
H -0.010849 4.005349 -2.667585 -0.0916 -0.0088 0.1853
H 0.388651 3.087249 -4.104385 0.0089 -0.1649 -0.1389
H 3.988551 2.571549 -3.470885 0.1141 0.2412 -0.1412
H 3.134551 1.112649 -3.928085 -0.1974 -0.0366 -0.0902
H 4.033251 1.176449 -2.415285 -0.0224 -0.0311 0.0757
H 3.641151 -1.346851 -2.051285 0.0309 0.1145 0.0418
H 2.748451 -1.845551 -3.486785 -0.1920 0.0336 -0.1814
H 3.499051 -3.043351 -2.453385 0.1239 -0.3064 -0.0173
H 2.745951 -2.355451 0.754715 0.2294 0.0298 -0.0511
H 1.671751 -3.737951 0.631215 -0.0569 -0.1497 -0.1509
H 1.029851 -2.169551 1.089415 -0.1776 0.0412 0.0351
H -0.548249 -3.142551 -2.734885 -0.1006 0.1839 -0.1333
H -0.322949 -4.094551 -1.288985 -0.0775 -0.0679 0.2582
H 0.741151 -4.315551 -2.658385 0.2000 -0.1725 -0.1174
H -1.142149 2.318349 -5.301485 0.1249 0.1443 0.0160
H -2.307649 1.506249 -4.272885 -0.1767 0.0263 0.1692
H -2.108249 1.019749 -5.947985 0.0382 -0.2576 -0.1336
H 1.601051 1.279149 -5.746485 0.0677 0.2278 0.0619
H 0.948451 -0.022251 -6.709085 -0.2496 -0.0811 -0.1370
H 2.068151 -0.383051 -5.424185 0.1829 -0.1472 0.0936
H -1.764649 -1.945251 -4.193485 -0.1509 -0.0569 0.1892
H -0.267149 -2.430251 -4.981485 0.1979 -0.1457 0.0671
H -1.526849 -1.635151 -5.893185 -0.0223 0.1684 -0.2230
F 0.743451 0.183349 4.206815 0.8246 -0.1175 0.1736
C 2.058551 -0.034851 4.393715 -0.8983 -0.0812 1.9348
C 2.532851 -0.299551 5.656215 -1.9663 0.3824 -0.9359
F 1.666051 -0.330751 6.672315 0.5287 0.0132 -0.5701
C 3.913251 -0.512751 5.905915 1.0436 -0.3365 2.6323
C 4.748351 -0.538651 4.758715 0.7239 0.1350 -2.0926
C 4.258651 -0.297651 3.496515 1.8368 -0.5497 0.8332
F 5.094751 -0.328351 2.445115 -0.4467 0.0340 0.6365
C 2.904751 0.017649 3.269415 -1.0405 0.7033 -2.6563
C 2.413951 0.386449 1.986415 1.4030 -1.0347 2.9587
C 1.175051 0.905149 1.694715 -2.5719 1.1965 -0.4684
N 0.243651 1.438849 1.239615 1.3948 0.0474 0.7150
C 3.108951 0.296549 0.782815 1.2618 -0.2586 -1.4967
N 3.515951 0.242749 -0.296085 -0.0396 -0.0375 0.6390
F 6.050351 -0.797051 4.897715 -0.7166 0.1379 -0.0831
C 4.435251 -0.653651 7.212015 -1.0319 0.3359 -2.6752
C 3.651151 -0.655651 8.372215 -0.8354 0.0173 0.8876
N 3.069251 -0.656351 9.363715 0.0141 -0.0220 -0.0152
C 5.808851 -0.714251 7.481315 1.1673 -0.1032 0.0977
N 6.921551 -0.724751 7.768815 0.0134 -0.0347 0.0337
```
Forces are in eV/Å.

Here are the Löwdin charges for atoms 1 to 4, given in e: Pt 1.0307; O -0.3117; C -0.3249; C -0.0236

---

# 2
# C36H40N6OS2TaTe

C36H40N6OS2TaTe as an isolated structure at a distorted geometry (wB97M-V/def2-TZVPD, the OMol25 dataset).

- ⟨S²⟩ = 0.76
- net charge = +2
- E_LUMO (spin up / spin down) (eV) = -7.398 / -7.095
- HOMO (spin up / spin down) (hartree) = -0.503 / -0.507
- gap between HOMO and LUMO (spin up / spin down) (eV) = 6.282 / 6.689
- 2S+1 = 2

```
87
Properties=species:S:1:pos:R:3:forces:R:3
Ta -0.354514 0.302985 -0.312565 1.8731 2.2715 -0.6491
N -1.672003 1.328484 2.052657 0.1309 -0.3914 -0.4125
C -1.843440 1.016465 3.513625 0.1859 -0.0798 0.0050
C -0.654711 0.273006 4.134928 -0.1931 -0.0539 0.0814
C -0.785294 -1.250039 4.212166 0.2527 0.1351 -0.1077
C -0.788074 -1.911174 2.841053 -0.2940 0.0333 0.0753
N -2.115310 -1.937144 2.195899 0.1764 -0.0802 0.3200
H -1.126940 2.181503 2.010787 -0.0185 -0.0129 0.0441
H -2.593956 1.565021 1.686526 0.0083 0.0286 -0.0452
H -2.764784 0.447431 3.649804 -0.0240 0.0445 -0.0566
H -1.987963 1.956640 4.046823 -0.0654 0.0442 -0.0683
H -0.517718 0.637718 5.153613 0.0252 0.1166 -0.0539
H 0.248640 0.543543 3.575005 0.0505 -0.0155 0.0974
H -1.696710 -1.522436 4.752051 0.0466 -0.0181 0.0536
H 0.055578 -1.633456 4.792831 -0.0208 -0.0005 0.0243
H -0.414713 -2.933326 2.887976 0.0344 0.0007 -0.0540
H -0.101408 -1.341719 2.203725 0.0153 -0.1191 -0.0652
H -2.599784 -1.085306 2.448210 -0.0916 -0.0276 -0.0134
H -2.654364 -2.697583 2.599827 -0.0400 0.0070 0.0281
S 1.844228 -0.092235 -1.418416 -1.2639 0.0191 0.8052
C 1.568545 0.366651 -3.073241 0.1761 -0.0960 -0.1556
C 2.418151 -0.245527 -4.049429 0.0878 0.0103 0.0188
N 3.113718 -0.760640 -4.806268 -0.0938 0.0268 0.0658
C 0.577368 1.206412 -3.419219 -0.0283 -0.0405 -0.3119
S -0.460506 1.919185 -2.226152 -0.5132 -0.9583 0.8605
C 0.258176 1.461460 -4.792756 -0.0304 0.0259 -0.0144
N -0.064037 1.611996 -5.886456 0.0366 0.0332 0.1253
C -4.671753 -3.227437 -6.596786 0.0097 0.0346 0.0496
C -4.165812 -2.992947 -5.202410 -0.0370 -0.0128 -0.0543
C -5.030646 -3.010529 -4.113874 -0.0443 0.0098 -0.0609
C -4.589557 -2.767945 -2.824137 -0.0127 0.0954 0.2155
C -5.589976 -2.837468 -1.688316 0.2169 -0.0331 -0.0697
C -3.225040 -2.480254 -2.618834 -0.1220 -0.1648 -0.0489
Te -2.873119 -2.145390 -0.547453 -0.5540 0.0193 -0.6184
N -0.857365 -1.623596 -0.369719 -0.3532 0.1825 0.0088
C -0.369022 -2.925359 -0.233789 0.2590 -0.2517 -0.0480
O -1.188825 -3.821052 -0.472192 0.2121 0.1252 -0.0383
C 1.004325 -3.261571 0.173551 0.0144 0.0609 0.0007
C 1.382464 -4.600839 0.033197 -0.0593 -0.0241 -0.0005
C 2.634042 -5.021158 0.444740 0.0631 0.0175 -0.0354
C 3.532532 -4.106153 0.977272 -0.0418 -0.0175 0.0109
C 3.165186 -2.774023 1.125913 0.0589 0.0641 -0.0002
C 1.907934 -2.358911 0.734695 -0.0685 -0.0438 0.0653
C -3.704967 -0.165171 -0.406712 0.0682 0.1460 0.0139
C -4.408688 -0.031839 0.804358 0.0917 -0.0304 -0.1218
C -5.145197 1.102053 1.086631 -0.0199 0.0234 0.0247
C -5.213008 2.117717 0.136438 -0.0339 -0.0042 -0.0141
C -4.592085 1.960982 -1.089743 0.0383 0.0024 0.0386
C -3.845878 0.818710 -1.403847 0.1226 -0.1892 -0.0779
C -3.351202 0.670228 -2.816644 -0.2374 0.0508 -0.0007
C -2.324180 -2.487406 -3.689687 0.1596 0.0202 0.1403
C -0.848736 -2.195383 -3.591883 -0.1450 -0.0499 -0.0575
C -2.823259 -2.740501 -4.961500 0.0142 -0.0095 -0.0036
H -5.625023 -3.752864 -6.588536 0.0188 -0.0102 -0.0102
H -3.957219 -3.802185 -7.184420 -0.0103 -0.0015 0.0085
H -4.822410 -2.272665 -7.105177 0.0070 -0.0104 -0.0014
H -6.081504 -3.222459 -4.277003 0.0219 -0.0134 0.0312
H -6.599297 -2.959628 -2.073915 -0.0020 0.0194 -0.0033
H -5.589156 -1.927197 -1.079605 -0.1093 -0.0050 -0.0087
H -5.386889 -3.694745 -1.039802 -0.0633 0.0109 0.0168
H 0.679648 -5.303302 -0.392637 0.0139 0.0009 0.0025
H 2.911935 -6.061871 0.347923 0.0003 0.0217 -0.0356
H 4.517526 -4.429435 1.287771 -0.0185 -0.0032 -0.0068
H 3.863760 -2.061617 1.544041 -0.0109 -0.0232 0.0340
H 1.626789 -1.326724 0.909976 0.0189 -0.0010 0.0049
H -4.425593 -0.857818 1.506637 0.0318 0.0555 0.0752
H -5.687054 1.183439 2.020275 -0.0094 -0.0075 -0.0237
H -5.798994 3.006382 0.334372 0.0278 -0.0070 -0.0008
H -4.715229 2.719732 -1.853921 0.0312 0.0072 0.0260
H -3.007492 1.624217 -3.209476 -0.0222 -0.0132 -0.0005
H -4.177612 0.338603 -3.452063 0.0047 -0.0899 0.0423
H -2.554117 -0.057553 -2.911353 0.0723 0.0362 -0.0432
H -0.459127 -2.287234 -2.587822 0.0721 0.0181 0.0059
H -0.645145 -1.186017 -3.959883 0.0187 -0.0021 0.0295
H -0.292265 -2.883484 -4.227282 0.0075 0.0260 -0.0177
H -2.124478 -2.737281 -5.791708 -0.0255 -0.0158 0.0084
C 1.966450 4.839602 0.983792 0.0056 -0.0118 -0.0084
C 0.608875 4.821747 0.693105 -0.0368 0.0382 -0.0019
C -0.011837 3.606900 0.500286 -0.0538 -0.0200 0.0643
N 0.639550 2.437364 0.596326 -0.0414 -0.9928 -0.1303
C 1.947168 2.459908 0.887873 -0.0399 -0.0005 0.1102
C 2.643875 3.635586 1.088240 0.0287 0.0742 0.0130
H 2.484477 5.779169 1.122715 0.0017 -0.0143 0.0122
H 0.037997 5.735708 0.607818 0.0123 -0.0123 -0.0174
H -1.067767 3.559916 0.253580 0.0156 0.0300 -0.0542
H 2.447193 1.503252 0.957539 0.0299 0.0140 -0.0404
H 3.700668 3.604151 1.313426 -0.0194 -0.0217 0.0043
```
Forces are in eV/Å.

Here are the Löwdin charges for atoms 1 to 4, given in e: Ta 1.3544; N 0.0022; C -0.2132; C -0.1823

---

Values of molecular weight, in order: 1042.20 945.44, all in g mol⁻¹.
Values of DFT total energy, in order: -3824.9120 -2920.4259, all in hartree.